{"formula": "C30H36BN8ORu", "method": "ωB97M-V/def2-TZVPD", "homo_lumo_gap_ev": [7.00, 5.86], "energy_ev": -48917.235, "lumo_ev": [0.4, -2.0], "spin_multiplicity": 6, "homo_ev": [-6.6, -7.9], "species": ["Ru", "C", "C", "C", "C", "C", "C", "N", "C", "C", "C", "C", "C", "C", "N", "N", "C", "C", "C", "C", "C", "N", "H", "H", "H", "H", "H", "H", "H", "H", "H", "H", "H", "H", "H", "C", "N", "C", "C", "C", "N", "C", "C", "O", "H", "H", "H", "H", "H", "H", "H", "H", "H", "H", "H", "H", "B", "C", "N", "H", "H", "H", "C", "C", "C", "C", "C", "C", "N", "H", "H", "H", "H", "H", "H", "H", "H"], "xyz": [[1.1691, 0.2804, 1.4992], [-3.2858, 2.4403, 3.6804], [-3.3573, 1.0257, 3.7394], [-2.2426, 0.2742, 3.6760], [-1.0088, 0.8905, 3.4284], [-0.8856, 2.2862, 3.4258], [-2.0123, 3.0981, 3.5960], [0.1508, 0.1556, 3.1551], [0.5081, -0.8366, 4.0326], [-0.1584, -1.1415, 5.2414], [0.2841, -2.1179, 6.1096], [1.3612, -2.9224, 5.7154], [2.0244, -2.6509, 4.4870], [1.6214, -1.6267, 3.6255], [2.0835, -1.2695, 2.3885], [3.1492, -1.8795, 1.8726], [3.4237, -1.3107, 0.7051], [4.5436, -1.8457, -0.0437], [4.7952, -1.3140, -1.2762], [4.0353, -0.2254, -1.7752], [3.0528, 0.3149, -0.9706], [2.7236, -0.2466, 0.1916], [-4.1827, 2.9900, 3.8765], [-4.3659, 0.5862, 3.8190], [-2.2579, -0.7792, 3.7947], [0.0347, 2.6403, 3.2749], [-1.9623, 4.1886, 3.6354], [-0.9587, -0.5098, 5.3851], [-0.3171, -2.3595, 6.9790], [1.7115, -3.7437, 6.3822], [2.7720, -3.3015, 4.0611], [5.1264, -2.6791, 0.3747], [5.5219, -1.6985, -1.9333], [4.2792, 0.2488, -2.6912], [2.4524, 1.1454, -1.2522], [1.0884, -1.4175, -3.1661], [0.0905, -0.6379, -3.8362], [-0.4912, -1.1710, -5.0756], [-1.8504, -0.6305, -5.3101], [-1.8909, 0.8924, -5.2520], [-1.1738, 1.3385, -4.1080], [-1.4872, 2.6110, -3.5887], [-0.0851, 0.7062, -3.5295], [0.6348, 1.2719, -2.7171], [0.9244, -1.3083, -2.1423], [2.0983, -1.2389, -3.4964], [0.8382, -2.4562, -3.4604], [-0.5066, -2.2376, -5.0173], [0.1293, -0.9666, -5.9680], [-2.5629, -1.1104, -4.6534], [-2.1544, -1.0286, -6.2633], [-2.8981, 1.2533, -5.1476], [-1.5443, 1.2687, -6.2531], [-0.8427, 2.7224, -2.7167], [-2.6122, 2.7603, -3.3663], [-1.1816, 3.3864, -4.3351], [0.4612, 4.8198, 0.4069], [0.8715, 3.3019, 0.5293], [1.0016, 2.1615, 0.6573], [-0.6911, 4.7302, 0.6948], [0.6995, 5.0017, -0.8159], [1.2253, 5.4721, 1.1665], [0.4007, -3.1497, 0.0711], [-0.5509, -2.0510, -0.2671], [-1.6273, -2.2113, -1.1730], [-2.3076, -1.0482, -1.1312], [-1.6460, -0.1474, -0.2149], [-1.9908, 1.2524, 0.0663], [-0.5679, -0.8042, 0.2946], [0.7086, -3.1262, 1.0845], [1.3253, -3.1307, -0.5622], [-0.1363, -4.0730, -0.2694], [-1.9730, -3.0886, -1.7254], [-3.1884, -0.7459, -1.7415], [-1.1496, 1.9012, -0.1748], [-2.4942, 1.3973, 1.0055], [-2.7220, 1.4242, -0.7082]], "atomic_forces_ev_per_a": [[0.49, 0.34, -0.53], [1.92, -0.20, 0.51], [-1.97, 1.97, 0.00], [1.48, -0.15, -0.63], [-0.29, 1.09, -0.01], [-3.91, -1.45, 0.42], [-1.57, -1.27, -0.13], [-0.25, 0.26, 0.24], [0.69, -1.64, 0.86], [1.93, 0.23, -1.55], [0.09, -0.83, -0.65], [0.69, 0.15, -0.25], [-0.30, -0.47, 0.00], [-1.50, 0.13, 1.70], [0.18, -0.73, 0.08], [-0.92, 0.61, 0.27], [2.23, -0.65, -1.59], [-0.67, 0.13, 0.23], [-1.10, 0.71, 0.09], [-0.13, -0.02, 1.46], [0.65, -0.74, -0.77], [-0.38, -0.50, 1.66], [-0.32, 0.40, -0.23], [0.70, 0.06, 0.14], [-0.23, -0.84, -0.22], [3.42, 1.68, -0.50], [0.14, -0.42, -0.09], [-1.67, 0.88, 1.19], [0.30, 0.12, 0.12], [-0.29, 0.70, -0.80], [0.36, -0.20, 0.46], [-0.44, 0.52, -0.19], [1.05, -0.58, -0.39], [0.11, 0.23, -0.72], [-0.28, 0.54, -0.32], [-0.68, -1.12, -1.91], [-0.83, 0.92, -1.34], [1.20, 0.75, 0.22], [-0.97, -0.22, -0.30], [0.12, -1.14, -1.14], [0.72, -0.78, 0.30], [-0.76, 2.01, -0.20], [-0.06, -0.99, -0.15], [-0.05, -0.27, 0.18], [0.39, 0.21, 1.76], [0.49, 0.33, 0.15], [0.31, 0.28, 0.45], [-0.15, -0.80, 0.27], [0.15, 0.23, 0.32], [-0.15, 0.22, 0.76], [-0.22, 0.29, -0.76], [-0.62, 0.05, -0.03], [0.21, 0.14, 0.91], [-0.51, 0.47, 0.10], [1.72, -0.43, -0.22], [-0.38, -0.17, 0.61], [1.65, -0.23, -0.68], [-0.16, 0.44, 0.28], [0.10, -0.59, 0.20], [-0.52, 0.41, 0.10], [-0.38, 0.30, 0.82], [-0.79, -0.39, -0.57], [-0.36, -0.30, -2.19], [0.67, 0.16, 0.83], [-1.08, -0.28, -0.50], [-1.57, 1.22, -1.04], [1.42, -1.39, 0.32], [-0.34, -0.49, -1.58], [0.05, -0.19, -0.16], [0.14, -0.23, 1.02], [-0.60, 0.28, 0.43], [0.67, 0.45, 0.84], [0.60, 0.22, 0.25], [0.73, -0.41, 0.66], [-0.04, 0.07, 0.63], [0.24, 0.25, 0.67], [-0.56, 0.67, -0.17]], "lowdin_spin": [2.301, 0.030, 0.000, 0.022, 0.026, 0.028, -0.004, 0.245, 0.049, 0.033, 0.060, 0.038, 0.058, 0.036, 0.305, 0.214, 0.039, 0.055, 0.021, 0.086, 0.011, 0.109, 0.002, 0.000, 0.000, 0.002, -0.001, 0.001, 0.003, 0.001, 0.004, 0.001, -0.001, 0.005, -0.001, 0.007, 0.000, 0.000, 0.000, 0.000, 0.000, 0.000, 0.002, 0.001, 0.003, 0.002, 0.000, 0.000, 0.000, 0.000, 0.000, 0.000, 0.000, 0.000, 0.000, 0.000, 0.007, 0.038, 0.049, 0.003, 0.002, 0.002, 0.048, 0.293, 0.105, 0.159, 0.291, 0.050, 0.097, 0.006, 0.021, 0.004, 0.001, 0.005, 0.011, 0.015, 0.000]}